Entry 1:
Here is a single C10H21NO2 molecule from the OMol25 dataset. Energies are from the ωB97M-V functional and the def2-TZVPD basis.

```
34
Properties=species:S:1:pos:R:3:forces:R:3
N 0.753041 0.658951 1.370120 0.502 0.342 -2.101
O 0.174232 0.644761 2.640322 -1.417 -0.061 -1.012
O -1.857017 0.045167 -1.201711 0.598 -0.077 -1.357
C 0.082535 0.502187 0.237813 0.704 -0.391 2.925
C 1.024369 1.206009 3.650316 -0.156 -0.567 -0.356
C 0.988462 0.489040 -0.997669 0.163 0.666 0.753
C -0.959244 -2.748321 -1.079627 0.835 -0.701 1.885
C -1.877582 3.135425 -1.108078 0.113 -0.010 1.033
C -0.874708 -2.419606 0.482895 -0.172 0.752 -1.701
C -1.731235 2.766766 0.389630 -1.368 -0.145 -0.350
C -1.744477 -1.178297 0.817325 0.554 -0.262 0.207
C -2.253382 1.328630 0.692208 -0.343 0.945 0.605
C -1.423193 0.190592 0.135211 0.080 -1.206 -0.079
H -1.357609 -0.687659 -1.620921 -0.712 0.908 0.456
H 1.520734 2.102624 3.307417 0.199 0.129 -0.231
H 1.738638 0.452278 3.992927 0.102 0.160 -0.108
H 0.366053 1.468501 4.478442 -0.071 -0.092 -0.114
H 1.668393 1.360985 -0.921283 -0.208 -0.647 -0.088
H 1.565136 -0.433129 -1.012880 0.205 -0.006 0.086
H 0.474866 0.549713 -1.949061 -0.403 0.148 0.055
H -0.404781 -3.681229 -1.278995 -0.277 0.372 -0.083
H -1.992501 -2.876109 -1.340873 -0.512 -0.134 -0.280
H -0.530531 -1.972615 -1.707533 0.400 -0.188 -0.035
H -2.866801 2.913536 -1.498294 -0.153 -0.043 0.101
H -1.168859 2.584426 -1.696997 0.351 -0.227 -0.387
H -1.689716 4.192734 -1.213611 0.094 0.389 -0.263
H -1.262057 -3.279656 1.045233 0.100 0.228 -0.169
H 0.165762 -2.259134 0.778416 -0.048 -0.047 -0.022
H -0.700628 2.898135 0.716378 0.035 -0.095 0.028
H -2.347741 3.483586 0.986138 0.413 -0.548 -0.347
H -2.757924 -1.480458 0.556234 -0.268 0.470 0.017
H -1.688097 -1.016549 1.875078 -0.084 0.015 0.769
H -3.294936 1.224597 0.320421 0.618 -0.004 0.022
H -2.318553 1.222036 1.773612 0.128 -0.075 0.140
```
Positions in Å, forces in eV/Å.

Computed properties:
Kohn-Sham gap (eV): 9.93
2S+1: 1
Energy relative to the best compared isomer or geometry (same formula, charge and spin) (kcal per mole): 80.9
Structure (SMILES): CCCC(O)(CCC)/C(C)=N\OC

Results of the Löwdin charge analysis, in e, for atoms 1 through 2: N 0.084; O -0.194

Entry 2:
Here is a 2-piece molecular cluster, C10H21NS overall from the OMol25 dataset. Energies are from the ωB97M-V functional and the def2-TZVPD basis.

```
33
Properties=species:S:1:pos:R:3:forces:R:3
C 2.058678 -0.780464 0.156875 0.225 0.629 0.286
C 1.027632 -0.361678 -0.497544 -3.970 -0.936 -1.086
C 1.874694 0.752246 -2.532251 -0.163 -1.399 -1.307
C -0.539349 0.916437 -1.917666 -1.396 0.614 -0.149
C 0.345842 -1.254409 -2.746351 -0.231 1.338 -1.021
C -0.270534 1.383800 1.583359 -2.815 -0.285 -3.867
C -2.433509 0.257440 1.934372 0.867 1.982 0.895
C -0.303378 -0.696150 2.948689 1.342 -0.792 3.189
C 0.650952 0.026344 -1.976195 0.690 -0.267 1.300
C -0.894108 -0.022924 1.757140 -2.187 1.845 0.242
N -0.958647 -0.733014 0.514523 4.463 -0.064 -1.948
S -1.329182 -2.341231 0.468973 -2.407 0.853 -2.302
H 1.986151 -1.049887 1.191195 0.280 -0.322 0.193
H 3.010392 -0.614454 -0.313178 0.635 -0.293 0.007
H 2.687790 0.047663 -2.301916 0.290 0.297 -1.136
H 1.764482 1.088978 -3.644898 0.369 -0.722 2.120
H 2.049760 1.531088 -1.855113 0.329 1.815 0.453
H -1.019565 0.935520 -2.924541 -0.128 -0.226 0.850
H -1.173695 0.576007 -1.050913 0.138 0.481 -1.506
H -0.245067 1.948222 -1.754766 0.098 0.255 0.326
H -0.329409 -1.837172 -2.156721 -1.235 -0.289 -0.408
H 1.203625 -1.832766 -2.733583 2.047 -1.260 -0.104
H 0.158896 -1.045726 -3.863052 -0.448 -0.313 1.846
H 0.064520 1.857940 2.405837 0.698 1.141 3.435
H 0.580861 1.496672 0.901548 -0.517 -0.425 -0.298
H -1.214653 1.963187 1.220109 2.281 -0.291 0.166
H -2.958341 0.643635 1.006728 0.889 -0.198 1.276
H -2.603757 0.834377 2.886496 -0.023 -0.029 -1.130
H -2.755510 -0.683271 2.151966 -1.757 -2.669 0.437
H -0.631113 -1.681955 3.417360 -0.364 0.915 -1.485
H 0.762494 -0.886609 2.677706 -0.534 0.364 0.779
H -0.388640 -0.044969 3.926506 0.522 -0.724 -2.131
H -0.627415 -3.009732 1.275847 2.010 -1.022 2.076
```
Positions in Å, forces in eV/Å.

Computed properties:
Kohn-Sham gap (spin up / spin down) (eV): 7.94 / 7.94
2S+1: 1
Energy relative to the best compared isomer or geometry (same formula, charge and spin) (kcal per mole): 74.0

Results of the Löwdin charge analysis, in e, for atoms 1 through 2: C 0.034; C -0.025

Entry 3:
Here is a 3-piece molecular cluster, C10H22BF3O5S overall from the OMol25 dataset. Energies are from the ωB97M-V functional and the def2-TZVPD basis.

```
42
Properties=species:S:1:pos:R:3:forces:R:3
O -2.779287 1.832610 1.650481 -0.543 -0.342 -1.345
S -1.931410 0.695662 1.364351 -0.358 1.558 2.659
O -1.044266 0.464074 2.482027 0.800 -0.862 -1.095
B -2.861459 -0.919377 1.026750 -0.743 -1.349 -1.151
C -4.171670 -1.038577 0.158889 -0.626 2.006 1.430
C -5.198598 0.106206 0.623777 -1.240 -0.308 -2.852
C -6.364984 0.364708 -0.416197 3.585 2.574 1.283
O -5.153715 1.292066 -0.139111 0.324 -1.062 1.647
C -0.982392 1.082054 -0.220932 -0.021 -0.402 0.673
F -1.346322 2.224347 -0.755031 0.109 0.058 -0.020
F -1.215565 0.090110 -1.099025 0.250 0.124 0.146
F 0.310995 1.114657 0.117448 -0.203 0.052 -0.515
H -2.377686 -1.899551 1.488501 0.248 0.372 0.293
H -4.703867 -1.993428 0.277092 0.527 0.158 -0.280
H -3.922154 -0.784241 -0.888830 -0.231 -0.319 0.301
H -5.458928 0.169523 1.700327 0.241 0.142 -0.785
H -6.047683 0.249031 -1.457505 -1.486 -1.159 0.157
H -7.118860 1.087113 -0.085915 -0.668 -1.245 -0.448
C 2.525474 -2.632992 0.730462 -0.049 0.081 -0.192
C 1.773078 -2.043717 1.913838 0.424 -0.515 0.062
C 2.611686 -2.085897 3.181303 -0.056 0.183 0.174
O 0.564239 -2.771664 2.117893 -0.375 0.159 -0.057
H 2.774735 -3.682906 0.913964 0.062 0.044 0.114
H 1.907725 -2.604715 -0.168762 0.036 0.091 0.017
H 3.448626 -2.084636 0.535729 -0.018 -0.027 -0.027
H 1.493262 -1.012124 1.693654 -0.197 -0.073 0.052
H 2.864203 -3.117580 3.444901 0.062 -0.005 -0.123
H 2.054345 -1.669399 4.022012 0.007 0.057 -0.065
H 3.537753 -1.520532 3.061699 0.000 -0.038 0.015
H 0.800279 -3.686233 2.312669 0.020 0.081 -0.020
C 3.695631 2.686933 -1.543870 0.208 -0.041 0.113
C 3.269706 1.569451 -2.484016 -0.476 0.458 0.143
C 2.494163 2.114345 -3.673887 0.032 -0.134 -0.207
O 2.462022 0.631193 -1.775947 0.190 -0.271 -0.087
H 2.822436 3.210606 -1.143825 -0.026 0.022 -0.123
H 4.242275 2.281537 -0.690722 0.028 -0.012 -0.064
H 4.332631 3.412142 -2.054000 -0.032 0.014 0.028
H 4.151083 1.030405 -2.836437 -0.088 -0.141 0.085
H 1.581813 2.619584 -3.342974 0.083 0.079 0.071
H 2.186801 1.301881 -4.334658 0.073 0.007 0.009
H 3.095199 2.822455 -4.247591 -0.046 0.011 0.008
H 1.678686 1.094876 -1.458532 0.170 -0.026 -0.024
```
Positions in Å, forces in eV/Å.

Computed properties:
Kohn-Sham gap (eV): 8.72
2S+1: 1
Energy relative to the best compared isomer or geometry (same formula, charge and spin) (kcal per mole): 25.4
Structure (SMILES): O=S(=O)(BC[C@@H]1CO1)C(F)(F)F.CC(C)O.CC(C)O

Results of the Löwdin charge analysis, in e, for atoms 1 through 2: O -0.289; S 0.751

Entry 4:
Here is a single C10H22BN5O3 molecule from the OMol25 dataset. Energies are from the ωB97M-V functional and the def2-TZVPD basis.

```
41
Properties=species:S:1:pos:R:3:forces:R:3
O -2.004673 1.023713 1.321306 -1.483 0.152 1.309
N 1.024223 -3.730936 -0.571254 -1.263 0.138 1.706
O 0.727779 3.623869 -0.146826 0.746 0.836 -2.242
O 1.133130 3.664032 -2.584431 -0.236 0.742 1.876
B 0.639065 3.059837 -1.397176 0.379 -0.448 -1.071
C -1.046474 1.188449 0.620341 0.019 0.599 -1.801
C 1.700167 -3.858703 0.495196 -0.564 -0.307 0.345
N 3.086152 -4.132528 0.631020 0.395 0.180 2.634
N 1.013196 -3.654137 1.724234 1.058 1.306 -0.706
N -1.198232 1.742659 -0.671136 -0.169 -1.315 2.656
N 0.806869 1.854941 2.131415 -0.273 0.050 -1.706
C -2.451856 2.293426 -1.196312 -0.431 -1.409 0.126
C -0.369755 -3.038982 1.795358 1.051 -0.034 0.144
C -2.369323 2.053312 -2.724299 -0.527 -1.605 0.705
C -0.537291 -1.621445 1.127329 0.532 -1.264 0.325
C -0.922794 1.589098 -2.970966 0.520 -1.512 -1.304
C 0.271749 -0.589463 1.927519 0.319 -1.195 -0.592
C -0.164394 1.637343 -1.671164 1.955 1.656 1.732
C 0.337616 0.778855 1.220160 0.442 -0.246 0.156
H 1.441294 -3.981153 -1.405416 1.544 -0.226 -1.912
H 0.605023 3.149274 0.675068 -0.267 -0.649 0.675
H 1.486891 4.571329 -2.437906 -0.267 -0.951 -0.040
H 3.717899 -4.742042 0.123009 -1.155 0.123 -0.712
H 3.441512 -4.117373 1.616122 -0.807 0.213 -1.327
H 1.320045 -4.297337 2.429161 -0.280 0.146 0.428
H 0.325913 1.771657 2.992513 -0.568 0.062 0.943
H 1.791503 1.758284 2.303707 0.320 -0.119 0.083
H -3.276515 1.755726 -0.719590 0.076 -0.092 -0.152
H -2.665204 3.326672 -0.976256 0.612 0.652 0.294
H -0.668663 -2.946000 2.858422 0.567 -0.080 -0.357
H -0.984238 -3.813428 1.401666 -1.103 -0.103 -0.778
H -3.121612 1.248413 -3.020011 1.026 1.111 0.239
H -2.593215 2.951741 -3.255791 -0.199 0.532 -0.426
H -1.587697 -1.319688 1.191834 0.111 -0.391 -0.304
H -0.194131 -1.714106 0.070999 -0.360 0.268 0.704
H -0.881001 0.513843 -3.259528 -0.369 0.741 -0.295
H -0.420562 2.173912 -3.755834 -0.188 -0.277 0.282
H -0.172834 -0.480130 2.902144 -0.541 0.260 0.419
H 1.232582 -1.140983 2.162942 -0.333 1.396 -0.595
H 0.481631 0.743498 -1.375615 -0.840 1.017 -1.150
H 1.046228 0.704550 0.418043 0.552 0.044 -0.309
```
Positions in Å, forces in eV/Å.

Computed properties:
Kohn-Sham gap (eV): 8.91
2S+1: 1
Structure (SMILES): [H]/N=C(\N)NCCC[C@H](N)C(=O)N1CCC[C@H]1B(O)O

Results of the Löwdin charge analysis, in e, for atoms 1 through 2: O 0.078; N 0.124

Entry 5:
Here is a 2-piece molecular cluster, C10H22BNO6PS overall from the OMol25 dataset. Energies are from the ωB97M-V functional and the def2-TZVPD basis.

```
42
Properties=species:S:1:pos:R:3:forces:R:3
C 3.490703 -1.867805 -1.733151 -0.029 0.638 -0.003
C 2.851349 -0.438709 -1.324944 -0.144 -0.316 -0.833
C 1.827587 -0.010880 -2.539477 2.435 -1.148 0.466
O 0.566264 0.358268 -1.883706 -2.222 1.315 -3.225
P -0.627045 0.872528 -2.988834 1.175 1.182 3.023
N -1.331793 2.363321 -2.289404 0.996 -2.496 4.561
C -1.385401 2.167614 -0.971573 -0.820 -3.478 2.385
O -1.500024 1.739881 0.209996 0.786 3.843 -8.208
B -2.023847 -0.487726 -3.102284 -3.107 -2.502 -0.564
O -1.744773 -1.750320 -3.783776 -1.261 3.309 0.975
O -3.283683 -0.123303 -2.520677 3.897 -1.591 -1.032
C -3.984901 -1.254415 -1.911073 -2.765 0.043 1.254
C -4.470329 -0.752453 -0.424533 0.287 -0.450 -0.039
H 4.537148 -1.952230 -1.253650 -1.851 -0.162 -0.715
H 2.775474 -2.722060 -1.398846 1.470 1.424 -0.691
H 3.625821 -1.864266 -2.888873 -0.137 -0.276 2.017
H 3.699470 0.334285 -1.215214 -1.580 -1.111 -0.095
H 2.245133 -0.523296 -0.346149 1.052 0.243 -1.576
H 1.667215 -0.960652 -3.178836 0.061 1.666 0.870
H 2.291810 0.849903 -3.176356 -1.146 -1.380 1.138
H -0.090332 1.218209 -4.271882 -0.055 0.032 0.826
H -2.575863 -2.056941 -4.238793 1.042 0.129 0.775
H -3.390759 -2.234953 -1.867516 -0.667 1.692 -0.185
H -4.974906 -1.399300 -2.509719 2.005 0.019 0.820
H -4.148811 -1.542247 0.367425 -0.800 1.422 -1.369
H -3.984979 0.250687 -0.130806 -0.633 -1.617 -0.656
H -5.615098 -0.591623 -0.424102 1.980 -0.419 0.112
C 0.844532 1.662330 4.424026 0.015 0.195 0.009
C -0.125738 1.376133 3.276471 -0.273 0.073 0.103
C 0.685285 0.765897 2.132702 -0.477 0.245 -0.334
S 2.077753 -0.061417 2.890993 0.136 -0.302 0.403
O 3.289278 0.616817 2.489858 -0.203 -0.333 -0.156
O 1.912804 -1.491785 2.755585 0.289 0.336 -0.289
C 1.695208 0.407229 4.568756 -0.105 0.197 0.438
H 0.317610 1.898963 5.351060 0.083 -0.022 -0.100
H 1.478698 2.517536 4.167011 -0.033 -0.086 0.072
H -0.885829 0.662008 3.611325 0.088 0.065 -0.032
H -0.646529 2.280540 2.952094 0.046 -0.118 0.025
H 0.099035 0.040814 1.565758 0.244 -0.012 0.013
H 1.074000 1.535725 1.462688 0.101 -0.124 0.083
H 2.615884 0.574193 5.127995 0.013 -0.140 -0.168
H 1.122564 -0.406480 5.020431 0.106 0.013 -0.099
```
Positions in Å, forces in eV/Å.

Computed properties:
Kohn-Sham gap (eV): 7.62
2S+1: 1
Net charge: +1
Energy relative to the best compared isomer or geometry (same formula, charge and spin) (kcal per mole): 47.7

Results of the Löwdin charge analysis, in e, for atoms 1 through 2: C -0.118; C -0.188

Entry 6:
Here is C10H22Cl2NO5Ti as an isolated structure from the OMol25 dataset. Energies are from the ωB97M-V functional and the def2-TZVPD basis.

```
41
Properties=species:S:1:pos:R:3:forces:R:3
Ti -0.588558 0.074399 -0.345394 0.882 0.333 0.231
C 2.722130 0.093484 -1.190474 -0.001 -0.098 0.022
O 1.667571 0.596716 -0.367803 -0.245 0.110 -0.059
C 2.115535 1.115446 0.880017 0.056 -0.037 0.053
C 1.095663 2.127502 1.364229 0.006 0.052 0.020
O -0.250633 1.651319 1.211742 0.065 -0.276 0.032
C -0.891174 1.149778 2.400460 0.016 0.002 0.085
C -0.355545 -0.220115 2.755643 0.066 -0.040 0.065
O -0.434632 -1.065881 1.603763 -0.290 0.204 -0.161
C -1.333055 -2.185237 1.746309 0.007 -0.053 0.015
H 3.422004 0.897136 -1.425725 -0.002 -0.002 0.006
H 2.267001 -0.286016 -2.100943 0.003 0.004 0.000
H 3.247553 -0.718675 -0.683451 0.000 0.007 0.006
H 3.075042 1.624292 0.750400 0.000 -0.008 0.013
H 2.258465 0.290894 1.584712 -0.013 -0.016 -0.023
H 1.161088 3.040036 0.771950 -0.005 -0.019 -0.021
H 1.286218 2.378874 2.409519 0.003 0.036 -0.015
H -1.950311 1.094806 2.149110 0.003 0.011 0.008
H -0.745034 1.851265 3.224824 -0.033 0.016 -0.017
H -0.931910 -0.639755 3.581504 -0.004 -0.009 -0.013
H 0.688500 -0.168492 3.071458 -0.003 -0.034 -0.001
H -2.259354 -1.866783 2.224219 -0.005 0.010 -0.026
H -0.843490 -2.966970 2.327043 -0.014 0.017 0.020
H -1.558114 -2.546568 0.746854 0.021 -0.016 0.005
N -0.744639 1.874100 -1.887357 -0.398 -0.101 0.131
C -1.658300 1.587656 -3.032586 0.044 0.022 -0.049
C -2.930089 0.898037 -2.533167 -0.056 -0.040 0.059
C -2.464638 -0.148334 -1.546574 -0.227 -0.078 -0.247
O -1.526427 -0.923232 -1.936043 -0.002 -0.202 -0.041
O -2.773748 -0.072232 -0.322321 0.179 0.152 -0.024
H -1.130322 2.649196 -1.351247 0.035 0.019 -0.002
H 0.150372 2.198678 -2.237715 0.013 -0.039 0.006
H -1.127304 0.912378 -3.699520 -0.007 0.003 0.003
H -1.905457 2.498270 -3.580088 0.010 -0.009 -0.003
H -3.454202 0.439042 -3.371121 0.022 0.006 -0.016
H -3.604894 1.593826 -2.036204 -0.005 -0.011 0.005
Cl 0.884873 -2.839197 -1.013640 -0.118 -0.025 -0.172
C 2.147405 -3.869886 -0.306866 -0.030 0.119 0.078
Cl 2.333500 -3.575407 1.425081 0.030 0.004 0.004
H 3.085252 -3.643697 -0.799215 -0.001 -0.016 -0.004
H 1.853653 -4.900653 -0.461382 -0.003 0.000 0.027
```
Positions in Å, forces in eV/Å.

Computed properties:
Kohn-Sham gap (spin up / spin down) (eV): 7.61 / 10.72
2S+1: 3
Net charge: +1
Energy relative to the best compared isomer or geometry (same formula, charge and spin) (kcal per mole): 12.9

Results of the Löwdin charge analysis, in e, for atoms 1 through 2: Ti 0.960; C -0.064

no.,E_tot (eV)
1,-16293.2746
2,-23029.9638
3,-40623.7873
4,-24998.5600
5,-45294.3124
6,-70610.0814